1.
A structure of composition C38H32F2NNiSb2Te in a non-equilibrium geometry, computed with ωB97M-V/def2-TZVPD.

Geometry as XYZ:
```
77
Properties=species:S:1:pos:R:3:forces:R:3:mulliken_charge:R:1
Ni 0.357226 1.026997 -0.439420 2.44 1.76 1.18 -0.0824
F 0.308408 4.917460 3.309783 0.09 0.01 -0.03 -0.4060
C 1.052897 4.054170 2.568117 -0.11 -0.14 -0.37 0.4292
C 0.437639 3.256353 1.628701 0.31 -0.09 0.21 -0.1995
C 1.167200 2.293344 0.920043 0.32 -0.35 0.74 0.2307
C 2.580944 2.219738 1.150425 -0.73 0.30 0.28 0.1705
C 3.154244 3.108673 2.060772 -0.26 -0.07 -0.21 0.9852
F 4.498473 3.145348 2.279740 0.03 -0.10 -0.05 -0.4231
C 2.416544 4.019244 2.784367 0.02 0.15 0.20 -0.9501
C 3.326467 1.217530 0.394397 -0.32 -0.28 -0.62 -0.1578
C 4.642013 0.818041 0.650198 0.17 0.00 -0.06 -0.9841
C 5.246343 -0.117682 -0.163496 -0.24 -0.01 -0.24 -0.6135
C 4.544825 -0.613297 -1.261183 0.24 0.03 0.19 -0.9608
C 3.244855 -0.190072 -1.442137 -0.07 0.00 -0.22 -0.4156
N 2.629387 0.660756 -0.629363 -0.07 -0.18 0.68 0.7030
H -0.625829 3.366502 1.476727 -0.22 0.04 0.03 0.4749
H 2.887401 4.695509 3.477593 0.10 0.04 0.10 0.4950
H 5.172097 1.220640 1.496451 -0.01 0.05 0.03 0.5392
H 6.255868 -0.454045 0.037217 0.01 0.03 0.03 0.4067
H 4.994178 -1.315564 -1.946114 0.01 -0.06 -0.08 0.4579
H 2.669872 -0.532802 -2.303014 -0.03 -0.01 0.19 0.4350
C -0.529683 -2.270593 -2.598349 -0.21 -0.14 -0.48 -1.2342
C -0.271728 -3.069144 -1.346039 -0.03 0.19 0.15 -0.5439
C 0.654489 -2.346073 -0.363619 0.00 -0.17 0.34 -0.8234
Sb -0.414724 -0.855143 0.797243 0.79 -1.50 0.85 0.6527
C -1.245637 -2.282210 2.182422 -0.26 0.12 -0.28 0.6162
C -1.881850 -1.803760 3.313740 -0.18 0.36 0.07 -0.4415
C -2.270305 -2.653568 4.332310 -0.08 0.00 0.18 -0.7085
C -2.028181 -4.012921 4.227258 0.00 -0.12 0.13 -0.4516
C -1.425784 -4.507967 3.084097 -0.03 -0.21 0.12 -0.8261
C -1.048649 -3.643510 2.071474 0.12 -0.32 -0.29 -0.0797
C 1.115519 -0.512139 2.281492 -0.18 -0.28 -0.12 0.3987
C 0.844376 0.379408 3.311381 -0.15 -0.06 0.04 -0.2769
C 1.791287 0.643559 4.281734 -0.17 0.18 0.16 -0.7840
C 3.028012 0.022625 4.236842 0.13 0.00 0.08 -0.6574
C 3.303932 -0.870923 3.219639 0.19 -0.01 0.15 -0.6063
C 2.354551 -1.129864 2.246850 -0.10 -0.21 -0.16 -0.1570
Sb -0.465109 0.523470 -2.686986 -0.62 -0.42 -0.76 0.7366
C -1.442022 1.016719 -4.533984 0.08 -0.22 0.18 0.0854
C -2.151749 2.181888 -4.754344 -0.02 0.36 0.20 -0.1843
C -2.937117 2.314964 -5.884298 -0.08 0.14 0.00 -0.6009
C -3.011200 1.286287 -6.807790 -0.02 -0.10 -0.21 -0.3791
C -2.267028 0.137388 -6.608351 -0.17 -0.11 -0.38 -0.5842
C -1.491268 0.011708 -5.472740 0.10 -0.31 -0.11 -0.3520
C -2.348562 0.842629 -1.631982 0.23 -0.13 -0.30 0.5398
C -3.472091 0.117961 -1.995374 0.01 0.02 -0.03 -0.5415
C -4.640141 0.230480 -1.258287 -0.25 -0.13 0.01 -0.6456
C -4.696661 1.091015 -0.173166 -0.21 -0.06 0.08 -0.5463
C -3.579306 1.823535 0.192236 0.05 0.05 0.02 -0.4027
C -2.403581 1.679568 -0.524561 0.29 0.39 0.11 -0.2257
H -1.507155 -2.436885 -3.041948 -0.10 0.04 -0.10 0.4382
H 0.258267 -2.400902 -3.342434 -0.03 0.18 0.02 0.3271
H 0.210999 -4.025088 -1.612005 -0.13 0.04 0.02 0.4093
H -1.217726 -3.324933 -0.853407 0.03 0.00 -0.09 0.2812
H 1.459821 -1.867366 -0.925775 -0.09 0.04 0.24 -0.1377
H 1.099552 -3.043919 0.353480 0.05 0.05 -0.09 0.7932
H -2.073090 -0.742069 3.400532 -0.04 0.09 0.12 0.2518
H -2.757300 -2.255461 5.213205 0.00 0.03 0.03 0.3854
H -2.299080 -4.680425 5.035361 -0.06 -0.01 -0.01 0.3594
H -1.240798 -5.571400 2.981366 -0.01 0.03 0.00 0.3840
H -0.594627 -4.054815 1.183452 0.12 -0.08 -0.07 0.1855
H -0.115132 0.884660 3.340948 0.04 0.07 0.06 0.2868
H 1.563337 1.345097 5.071297 0.01 0.10 0.07 0.4238
H 3.775485 0.240526 4.987851 0.02 0.01 0.05 0.3742
H 4.265099 -1.365657 3.186727 0.09 -0.02 -0.07 0.4374
H 2.596650 -1.818231 1.447562 0.05 -0.05 -0.06 0.1023
H -2.087333 2.992637 -4.038537 0.00 0.02 0.10 0.2935
H -3.505801 3.219659 -6.044649 -0.04 0.12 0.01 0.3692
H -3.641386 1.383545 -7.682231 -0.01 0.01 -0.05 0.3513
H -2.297552 -0.667823 -7.329851 -0.03 -0.05 -0.08 0.3756
H -0.919713 -0.887731 -5.302622 0.05 -0.27 -0.05 0.2810
H -3.429610 -0.535648 -2.860608 -0.07 -0.03 0.00 0.3369
H -5.509855 -0.358819 -1.526113 -0.02 0.03 -0.02 0.3827
H -5.613838 1.185290 0.394097 -0.04 0.00 0.01 0.3575
H -3.624350 2.503774 1.032533 0.02 0.01 0.08 0.4416
H -1.501713 2.241846 -0.200319 -0.69 -0.19 -0.36 -0.0682
Te 0.676004 2.897904 -2.056567 -0.01 1.40 -1.48 -0.5339
```
Forces are in eV/Å.

Computed properties:
Relative energy (zero: lowest compared OMol25 entry of this formula, charge and spin), kJ/mol: 126.3
Charge: -1
HOMO (alpha / beta), eV: -2.90 / -2.91
Spin multiplicity: 3
F_max, eV/A: 3.23
Kohn-Sham gap (alpha / beta), hartree: 0.2008 / 0.1882


2.
A structure of composition C11H42F5N3O18S3Y in a non-equilibrium geometry, computed with ωB97M-V/def2-TZVPD.

Geometry as XYZ:
```
83
Properties=species:S:1:pos:R:3:forces:R:3:mulliken_charge:R:1
Y -0.311685 -4.221455 1.077779 -0.20 3.12 1.15 1.3205
C 1.080903 0.417714 2.042200 -0.82 -0.48 0.70 0.5865
F 1.688929 0.193560 0.910978 0.12 -0.35 -0.54 -0.1360
F 1.861084 1.097319 2.836673 0.19 0.26 0.44 -0.1898
F -0.059343 1.064508 1.838054 -0.16 0.32 -0.22 -0.2096
S 0.596251 -1.190095 2.893372 1.79 -0.85 2.41 1.2078
O 1.821105 -1.772204 3.424686 -0.11 0.20 -0.69 -0.7731
O -0.383847 -0.978483 3.935595 -0.12 0.59 -0.66 -0.6132
O 0.093596 -2.048229 1.823050 -0.99 -1.38 -2.12 0.1686
N 1.215674 -3.460992 -0.348132 3.23 0.18 -0.96 0.0101
S 1.100609 -2.671270 -1.757001 -4.16 1.90 -5.57 0.7224
O 1.682412 -3.279240 -2.924609 0.41 -0.09 2.25 -0.5673
O 0.999552 -1.250486 -1.742088 0.64 -0.52 1.19 -0.2454
F -0.474685 -3.019295 -1.986108 0.13 -0.78 0.79 -0.3650
S 2.937071 -3.230917 -0.274699 3.59 0.68 3.15 0.6843
O 3.340000 -1.860091 -0.418485 -1.38 -1.37 -0.39 -0.3277
O 3.764721 -4.247073 -0.813850 -1.44 -0.23 -0.20 -0.5033
F 3.083976 -3.435988 1.311697 -0.85 -0.36 -0.56 -0.2305
O -2.523829 0.634751 4.449191 0.10 -0.53 -0.15 -0.6424
H -1.678049 0.155758 4.551815 -0.37 0.32 -0.10 0.4117
H -3.079078 0.341004 5.180950 0.03 0.17 -0.04 0.3018
O 2.829917 -2.048863 6.141307 -0.29 -0.25 -0.08 -0.6761
H 2.765300 -2.190513 5.187025 -0.05 0.35 0.36 0.3584
H 1.911376 -1.927421 6.462674 0.65 -0.24 -0.23 0.4161
O -2.239790 -3.087951 0.222774 0.26 -0.20 0.78 -0.5137
H -2.937375 -3.083453 -0.448393 0.36 -0.14 -0.15 0.3060
H -2.449214 -2.322295 0.837727 0.18 0.01 -0.04 0.3943
O -1.678364 -3.684540 2.982702 -0.29 -0.94 0.36 -0.3980
H -1.312542 -3.831454 3.869689 0.07 0.21 -0.18 0.2811
H -2.570124 -3.324641 3.127387 0.19 0.17 -0.36 0.2442
O 1.085599 -4.568703 3.012784 0.05 -0.01 -0.16 -0.5168
H 1.697475 -3.812837 3.218005 -0.40 0.12 -0.18 0.2987
H 1.336577 -5.279298 3.624807 -0.05 0.06 -0.21 0.2908
O 0.376404 -1.545130 7.294211 -0.29 0.27 -0.14 -0.6718
H -0.496797 -1.923698 7.153502 0.02 0.00 0.08 0.2902
H 0.330107 -0.662360 6.900065 0.00 -0.08 0.16 0.3286
O -3.061343 -1.195477 1.948393 -0.30 -0.11 0.02 -0.6612
H -3.791323 -0.820699 1.436484 0.05 0.09 0.22 0.2791
H -2.853891 -0.513722 2.620981 0.19 -0.10 0.06 0.2911
C 4.510153 1.177949 -1.229318 -0.22 -1.42 -0.53 0.3101
C 4.184707 0.559683 -2.589607 -1.15 1.73 0.33 0.3641
O 5.248974 0.696042 -3.502124 -0.11 -0.60 -0.13 -0.5766
O 4.549900 2.579348 -1.295243 -0.22 0.00 0.30 -0.6139
H 5.468101 0.759122 -0.913618 0.10 0.33 0.24 0.3219
H 3.728061 0.767237 -0.576672 0.09 0.43 0.41 -0.4195
H 3.323413 1.163259 -2.919868 0.10 0.04 -0.27 -0.2509
H 3.697820 -0.410771 -2.498143 1.09 -0.57 -0.25 0.0491
H 5.405995 1.644888 -3.573395 0.07 -0.06 0.03 0.3569
H 3.640326 2.889970 -1.092283 0.32 0.17 -0.20 0.4497
C -2.677059 0.780313 -0.649855 0.50 -0.58 0.63 -1.5213
C -2.679329 0.919682 -2.169861 -1.36 0.86 0.54 1.2011
C -3.022063 -0.432386 -2.804654 1.53 0.57 0.28 -0.3008
O -2.733070 -0.430091 -4.186172 -0.81 -0.36 0.50 -0.3396
C -3.496724 -1.425961 -4.877173 0.86 0.86 -0.44 -0.7845
N -3.653282 1.991714 -2.565110 0.81 -1.25 -0.61 -0.6846
H -1.777413 0.229626 -0.348315 0.01 0.05 0.05 0.2097
H -3.505413 0.209510 -0.214626 -0.34 -0.11 -0.63 0.3352
H -2.696654 1.699122 -0.064804 0.15 0.32 -0.50 0.4932
H -1.694832 1.272864 -2.479318 0.00 -0.30 -0.13 -0.4238
H -4.066614 -0.674929 -2.584722 -0.09 -0.10 -0.06 0.4645
H -2.324557 -1.132139 -2.317698 -0.36 -0.49 0.03 -0.2214
H -3.004648 -1.455556 -5.848037 -0.37 -0.28 -0.15 0.2758
H -4.528943 -1.088651 -4.979718 -0.12 -0.19 0.00 0.3228
H -3.438588 -2.414506 -4.417232 0.01 0.02 0.18 0.2866
H -3.474834 2.040994 -3.572366 -0.38 0.47 0.10 0.3637
H -4.562147 1.530002 -2.512980 -0.15 0.40 0.08 0.3579
C 0.920583 2.587673 -3.011237 -0.77 -0.27 0.48 -1.3265
C 0.801216 3.544907 -1.837731 -1.02 0.65 -0.12 0.4191
C -0.646280 3.505482 -1.284823 0.43 -0.57 0.94 -0.0284
O -0.877865 4.366818 -0.165935 0.16 0.50 -0.78 -0.4267
C -0.686686 5.741698 -0.538435 0.85 -0.51 0.25 -0.8784
N 1.756542 3.236976 -0.760739 -0.64 0.27 -0.29 -0.4388
H 0.731580 1.581426 -2.613428 0.49 -0.13 -0.06 -0.0160
H 1.873100 2.630682 -3.526490 0.04 0.00 0.01 0.3320
H 0.090856 2.706226 -3.712571 0.21 0.41 -0.16 0.5014
H 0.912994 4.596284 -2.119423 0.67 -0.20 -0.33 0.5646
H -0.754206 2.510573 -0.837663 -0.30 -0.03 -0.31 -0.5571
H -1.418182 3.691187 -2.033819 0.07 -0.09 -0.23 0.6247
H 0.351140 6.004561 -0.308544 -0.06 0.29 0.14 0.3169
H -1.353486 6.381900 0.028380 -0.16 -0.07 -0.03 0.2896
H -0.772158 5.890417 -1.615914 -0.52 0.04 0.00 0.3556
H 1.436645 3.868324 -0.024211 0.50 -0.33 0.35 0.3404
H 1.515569 2.292794 -0.457694 0.13 0.08 0.18 -0.0498
```
Forces are in eV/Å.

Computed properties:
Charge: +1
HOMO, eV: -10.57
F_max, eV/A: 7.21
Kohn-Sham gap, hartree: 0.1752


3.
The molecule C20H22ClN3O3 in a non-equilibrium geometry, computed with ωB97M-V/def2-TZVPD.

Geometry as XYZ:
```
49
Properties=species:S:1:pos:R:3:forces:R:3:mulliken_charge:R:1
C 3.970565 1.146437 0.771023 0.19 0.18 -0.05 -1.0272
H 4.883799 0.772895 1.243540 -0.05 0.01 0.00 0.3766
O 2.969553 0.157125 0.728638 -0.38 -0.37 0.18 -0.3029
C 2.495110 -0.337537 1.918698 -0.06 -0.08 0.05 0.5166
C 2.946750 0.036925 3.171631 0.03 0.05 -0.29 -0.2819
C 2.393148 -0.521402 4.315386 -0.19 -0.16 0.09 -0.9396
C 1.387404 -1.460456 4.195914 0.27 0.27 -0.19 0.0654
C 0.918720 -1.855315 2.951360 -0.04 -0.03 0.02 -0.6695
C 1.463895 -1.294282 1.808493 0.18 0.10 0.18 0.2288
N 1.054627 -1.618660 0.516460 0.49 0.37 -0.03 0.2294
C 0.017877 -2.403324 0.124189 0.03 -0.10 -0.69 0.6761
O -0.713599 -3.007442 0.870463 -0.21 -0.15 0.29 -0.6596
C -0.116564 -2.514423 -1.400171 -0.30 -0.16 0.29 -1.1903
C 0.031393 -1.220790 -2.141075 0.24 0.23 -0.27 1.0561
N -1.048224 -0.608388 -2.410501 -0.44 -0.52 0.30 -0.3081
N -1.066299 0.548092 -3.091884 1.22 0.14 -0.34 0.0880
C -2.221528 1.224356 -3.379724 -0.30 -0.32 -0.02 0.2022
O -2.171818 2.228716 -4.054959 -0.06 0.22 -0.02 -0.6563
C -3.473891 0.657518 -2.763468 -0.22 0.13 -0.02 -0.3582
C -3.811451 1.464555 -1.495470 0.08 -0.10 -0.11 -1.3178
C -2.693785 1.389725 -0.493982 -0.12 0.14 0.15 0.4183
C -2.630861 0.350718 0.425393 0.01 0.06 0.01 -0.2353
C -1.602581 0.285792 1.348147 -0.01 -0.04 0.06 -0.5659
C -0.613770 1.254789 1.353926 0.08 0.02 0.06 -0.2096
C -0.652778 2.279974 0.424563 0.12 0.04 0.01 -0.9555
C -1.688169 2.348230 -0.490835 -0.07 0.02 0.01 -0.2047
H -1.721151 3.156371 -1.208233 -0.03 0.09 -0.08 0.4169
H 0.119177 3.036949 0.419870 0.05 0.07 0.01 0.4250
H 0.179576 1.212690 2.086233 0.07 -0.01 0.06 0.5386
H -1.573173 -0.520050 2.065526 0.00 -0.11 0.07 0.4110
H -3.398071 -0.409423 0.426110 -0.12 -0.11 0.00 0.4019
H -4.728908 1.062858 -1.061970 -0.01 0.07 -0.02 0.4272
H -3.985157 2.504097 -1.780044 -0.07 -0.03 0.03 0.3782
H -4.290241 0.756080 -3.479444 0.10 -0.01 -0.06 0.4128
H -3.315129 -0.388298 -2.507601 -0.14 0.06 -0.04 0.3193
H -0.207243 0.962849 -3.452779 -0.24 -0.04 0.09 0.2426
C 1.409766 -0.752773 -2.541531 -0.31 0.17 -0.11 -2.1094
H 2.169259 -1.484253 -2.279559 0.06 -0.01 0.02 0.4436
H 1.450404 -0.602924 -3.622509 0.08 0.02 -0.05 0.5770
H 1.649757 0.200250 -2.065765 0.08 0.07 0.03 0.4004
H -1.107812 -2.926552 -1.588628 0.12 0.00 0.05 0.3760
H 0.633734 -3.232918 -1.739297 -0.02 -0.04 -0.02 0.3581
H 1.572673 -1.117331 -0.190553 -0.14 -0.10 0.02 0.1010
H 0.133605 -2.587121 2.862137 -0.02 -0.02 0.01 0.6424
Cl 0.695899 -2.160207 5.614741 -0.10 -0.10 0.20 -0.2328
H 2.747897 -0.221814 5.287973 0.02 0.01 0.10 0.4263
H 3.730713 0.768607 3.280386 0.08 0.07 -0.04 0.4090
H 3.625707 2.041614 1.296770 0.00 -0.04 0.00 0.4078
H 4.181194 1.397470 -0.267589 0.02 0.02 0.09 0.2518
```
Forces are in eV/Å.

Computed properties:
Relative energy (zero: lowest compared OMol25 entry of this formula, charge and spin), kJ/mol: 144.7
Charge: 0
HOMO, eV: -8.45
F_max, eV/A: 1.28
SMILES string: COc1ccc(Cl)cc1NC(=O)C/C(C)=N/NC(=O)CCc1ccccc1
Kohn-Sham gap, hartree: 0.3241